[1]
Here is a 7-piece molecular cluster, C41H40F48O10S overall at a distorted geometry from the OMol25 dataset. Energies are from ωB97M-V/def2-TZVPD.

Each line ends with the Mulliken charge.
Geometry (Å):
C: 1.9163 0.9001 1.6950  -0.96
C: 2.6809 2.0500 1.0549  -0.16
S: 1.8527 3.6718 0.9518  -0.15
C: 0.1119 3.2734 0.6604  0.24
C: -0.9123 3.7786 1.6323  1.23
C: -2.2278 3.6677 1.4438  0.21
C: -2.9990 3.0814 0.3073  0.53
C: -3.3500 1.5980 0.5358  0.00
C: -4.6452 1.3955 1.3304  -0.58
O: -5.1922 0.1136 1.0909  -0.46
C: -6.1185 0.0823 0.0305  -0.59
C: -2.9111 4.2390 2.6362  -0.71
O: -4.0807 4.3348 2.8246  -0.54
O: -1.9727 4.6546 3.5277  -0.32
C: -0.7087 4.4741 2.9462  -0.03
O: 0.2575 4.8713 3.4906  -0.52
H: 2.5461 0.0079 1.6718  0.16
H: 1.0094 0.6377 1.1503  0.31
H: 1.6725 1.1000 2.7404  0.32
H: 3.5585 2.2632 1.6686  0.46
H: 3.0431 1.7555 0.0691  0.06
H: -0.0161 2.1960 0.5848  -0.15
H: -0.1453 3.6883 -0.3194  -0.09
H: -3.9286 3.6501 0.2145  0.60
H: -2.4286 3.1981 -0.6162  -0.55
H: -3.4838 1.1200 -0.4387  0.01
H: -2.5269 1.0776 1.0323  0.25
H: -5.3671 2.1741 1.0544  0.40
H: -4.4666 1.4576 2.4053  0.24
H: -6.6337 -0.8763 0.0747  0.30
H: -6.8591 0.8855 0.1262  0.26
H: -5.6315 0.1713 -0.9493  0.16
C: -8.4514 2.4883 5.0181  -0.78
C: -8.5979 2.8144 6.5098  0.90
C: -9.6927 3.8099 6.9102  0.07
F: -9.4548 5.0225 6.3748  -0.22
F: -9.6973 3.9323 8.2561  -0.27
F: -7.4185 3.1915 7.0328  -0.27
F: -8.9713 1.6382 7.1068  -0.33
O: -7.4217 3.1621 4.3293  -0.28
C: -7.6308 4.3483 3.6881  0.80
C: -6.7026 5.4474 4.2216  0.57
F: -6.9392 5.6496 5.5358  -0.26
F: -6.9799 6.5964 3.5593  -0.28
F: -8.9219 4.7283 3.7272  -0.32
F: -7.3105 4.1697 2.3823  -0.31
H: -8.1559 1.4402 4.9959  0.40
H: -9.4113 2.5710 4.5074  0.31
H: -10.6731 3.4531 6.5841  0.29
H: -5.6620 5.1685 4.0659  0.06
C: 2.3860 2.9508 -5.3661  -0.67
C: 3.2589 2.4744 -4.1960  0.88
C: 2.6719 1.3984 -3.2743  0.07
F: 1.5652 1.8550 -2.6481  -0.07
F: 3.5886 1.0847 -2.3333  -0.31
F: 3.6867 3.5228 -3.4692  -0.27
F: 4.3495 1.8791 -4.7626  -0.29
O: 1.7100 4.1841 -5.1812  -0.43
C: 0.4693 4.2555 -4.6446  0.70
C: 0.4462 5.1041 -3.3647  0.17
F: 1.2624 4.5671 -2.4480  -0.16
F: -0.8148 5.0881 -2.8570  -0.21
F: -0.0702 3.0364 -4.4168  -0.24
F: -0.3480 4.8781 -5.5322  -0.35
H: 3.0878 3.1480 -6.1738  0.39
H: 1.7183 2.1610 -5.7072  0.39
H: 2.4248 0.4985 -3.8437  0.21
H: 0.7354 6.1341 -3.5771  0.27
C: 5.5713 -3.1385 -7.4731  -0.68
C: 6.4342 -2.8660 -8.7113  0.89
C: 7.5051 -1.7750 -8.5976  0.06
F: 6.9320 -0.5766 -8.3641  -0.20
F: 8.1782 -1.7050 -9.7648  -0.27
F: 5.6566 -2.6356 -9.7849  -0.27
F: 7.1351 -4.0197 -8.9313  -0.33
O: 4.2893 -2.5391 -7.4695  -0.38
C: 4.0658 -1.3127 -6.9317  0.86
C: 3.4719 -0.3396 -7.9622  0.12
F: 4.3138 -0.1593 -8.9902  -0.22
F: 3.2873 0.8538 -7.3409  -0.21
F: 5.1536 -0.7946 -6.3440  -0.30
F: 3.1151 -1.4472 -5.9647  -0.34
H: 5.3724 -4.2084 -7.5040  0.38
H: 6.1231 -2.9308 -6.5564  0.33
H: 8.2081 -2.0061 -7.7934  0.29
H: 2.5141 -0.7130 -8.3271  0.25
C: -3.4990 3.5865 -3.7849  -0.92
C: -3.4968 2.1876 -3.1583  0.95
C: -2.9194 1.0414 -3.9943  0.45
F: -3.6505 0.8534 -5.1111  -0.26
F: -2.9610 -0.0951 -3.2633  -0.27
F: -4.7251 1.8612 -2.7133  -0.35
F: -2.6655 2.2730 -2.0698  -0.33
O: -4.7218 4.0317 -4.3350  -0.48
C: -5.0415 3.8227 -5.6422  0.84
C: -6.3419 3.0171 -5.7813  0.18
F: -6.2076 1.8138 -5.1914  -0.22
F: -6.5947 2.8250 -7.0943  -0.27
F: -4.0400 3.2514 -6.3315  -0.28
F: -5.2824 5.0310 -6.2079  -0.32
H: -3.3190 4.2571 -2.9462  0.35
H: -2.6661 3.7105 -4.4762  0.57
H: -1.8828 1.2530 -4.2657  -0.01
H: -7.1691 3.5619 -5.3236  0.26
C: 3.4288 -5.3368 2.7031  -0.80
C: 3.9271 -3.9580 2.2638  0.93
C: 3.4668 -2.7541 3.0907  0.17
F: 2.1275 -2.6140 3.0281  -0.24
F: 4.0288 -1.6338 2.5792  -0.28
F: 3.6667 -3.7434 0.9601  -0.29
F: 5.2870 -3.9841 2.4243  -0.32
O: 2.3385 -5.8749 1.9787  -0.42
C: 1.0493 -5.6658 2.3620  0.78
C: 0.2364 -4.9736 1.2572  0.16
F: 0.7791 -3.7760 0.9604  -0.20
F: -1.0220 -4.7739 1.7033  -0.26
F: 0.9593 -4.9942 3.5228  -0.28
F: 0.4702 -6.8767 2.5523  -0.31
H: 4.2540 -6.0129 2.4814  0.49
H: 3.2681 -5.3788 3.7767  0.38
H: 3.7723 -2.8607 4.1344  0.27
H: 0.2149 -5.5989 0.3632  0.23
C: 6.1535 -6.0069 7.0322  -0.92
C: 5.0882 -6.5441 6.0703  1.09
C: 4.0134 -7.4820 6.6315  0.09
F: 4.5684 -8.6209 7.0823  -0.23
F: 3.1566 -7.7869 5.6306  -0.24
F: 5.6599 -7.0954 4.9852  -0.30
F: 4.3787 -5.4419 5.6447  -0.35
O: 7.4003 -6.6645 6.9972  -0.39
C: 7.6840 -7.7217 7.8136  0.80
C: 8.0670 -8.9682 7.0014  0.18
F: 7.0506 -9.3217 6.1915  -0.22
F: 8.3091 -9.9835 7.8566  -0.26
F: 6.6844 -7.9853 8.6709  -0.29
F: 8.7727 -7.3946 8.5478  -0.30
H: 6.3641 -4.9985 6.6779  0.44
H: 5.7572 -5.9248 8.0446  0.34
H: 3.4588 -6.9968 7.4385  0.30
H: 8.9589 -8.7663 6.4061  0.26

* DFT total energy: -204915.2740 eV
* SMILES: FC(F)C(F)(F)COC(F)(F)C(F)F.FC(F)C(F)(F)COC(F)(F)C(F)F.FC(F)C(F)(F)COC(F)(F)C(F)F.FC(F)C(F)(F)COC(F)(F)C(F)F.FC(F)C(F)(F)COC(F)(F)C(F)F.FC(F)C(F)(F)COC(F)(F)C(F)F.CCSCC1=C(CCCOC)C(=O)OC1=O
* spin multiplicity: 1
* charge: 0
* frontier orbital gap: 8.030 eV
* E_HOMO: -8.473 eV



[2]
Here is C55H42F4GeIrP3 as an isolated structure at a distorted geometry from the OMol25 dataset. Energies are from ωB97M-V/def2-TZVPD.

Each line ends with the Löwdin spin population.
Geometry (Å):
Ir: 0.4185 0.1526 -0.3215  0.28
F: 4.2336 0.9970 -2.8704  0.00
Ge: 2.7553 0.6124 -1.9859  0.00
C: 1.6702 0.6636 -3.6204  0.00
C: 2.3347 1.1535 -4.7501  0.00
C: 1.7422 1.0534 -6.0034  0.00
C: 0.4938 0.4698 -6.1596  0.00
C: -0.1848 0.0033 -5.0500  0.01
C: 0.3920 0.1184 -3.7828  0.03
P: -0.6048 -0.5009 -2.4423  0.16
C: -0.6413 -2.2724 -2.6772  0.03
C: 0.6179 -2.8412 -2.9243  0.02
C: 0.7281 -4.1931 -3.1967  0.00
C: -0.4118 -4.9881 -3.2116  0.03
C: -1.6620 -4.4270 -2.9780  0.00
C: -1.7859 -3.0729 -2.7112  0.02
C: -2.1724 0.3508 -2.5883  0.04
C: -2.1247 1.6396 -3.1454  0.03
C: -3.2993 2.3293 -3.3887  0.00
C: -4.5227 1.7645 -3.0565  0.04
C: -4.5758 0.5078 -2.4624  0.00
C: -3.4134 -0.1928 -2.2148  0.02
C: 3.1871 1.9550 -0.5914  0.01
C: 4.5662 2.1545 -0.5028  0.00
C: 5.0637 3.1714 0.3041  0.00
C: 4.2109 3.9970 1.0214  0.00
C: 2.8449 3.7784 0.9801  0.00
C: 2.3357 2.7430 0.1937  0.01
P: 0.6000 2.3977 0.3027  0.05
C: -0.2556 3.4466 -0.8382  0.00
C: 0.4316 3.9496 -1.9527  0.00
C: -0.1836 4.8888 -2.7616  0.00
C: -1.4729 5.3213 -2.4639  0.00
C: -2.1689 4.7936 -1.3806  0.00
C: -1.5762 3.8366 -0.5782  0.00
C: 0.0515 2.7864 1.9603  0.01
C: -0.3188 4.1057 2.2548  0.00
C: -0.6516 4.4516 3.5524  0.00
C: -0.6426 3.4912 4.5572  0.00
C: -0.2759 2.1839 4.2704  0.00
C: 0.0796 1.8348 2.9782  0.01
C: 3.3430 -1.1472 -1.4194  0.00
C: 4.2739 -1.7416 -2.2767  0.00
C: 4.8558 -2.9607 -1.9535  0.00
C: 4.5177 -3.6151 -0.7753  0.00
C: 3.5808 -3.0584 0.0776  0.00
C: 2.9881 -1.8310 -0.2371  0.00
P: 1.8321 -1.2059 0.9936  0.08
C: 2.7445 -0.6786 2.4468  0.03
C: 3.1274 -1.6813 3.3478  0.01
C: 3.9300 -1.3579 4.4287  0.00
C: 4.3498 -0.0478 4.6219  0.00
C: 3.9711 0.9454 3.7299  0.00
C: 3.1713 0.6325 2.6420  0.00
C: 0.7701 -2.5471 1.4569  0.00
C: 0.4651 -3.5477 0.5235  0.00
C: -0.4129 -4.5622 0.8618  0.00
C: -0.9998 -4.5763 2.1200  0.00
C: -0.6989 -3.5889 3.0566  0.00
C: 0.1739 -2.5724 2.7294  0.00
H: 3.3137 1.5925 -4.6629  0.00
H: 2.2754 1.4263 -6.8686  0.00
H: 0.0478 0.3843 -7.1417  0.00
H: -1.1680 -0.4390 -5.1675  0.00
H: 1.5074 -2.2228 -2.9437  0.00
H: 1.6974 -4.6236 -3.4128  0.00
H: -0.3294 -6.0453 -3.4298  0.00
H: -2.5501 -5.0433 -3.0240  0.00
H: -2.7715 -2.6573 -2.5872  0.00
H: -1.1816 2.0758 -3.4458  0.00
H: -3.2601 3.3026 -3.8547  0.00
H: -5.4405 2.3003 -3.2622  0.00
H: -5.5299 0.0703 -2.2000  0.00
H: -3.4837 -1.1433 -1.7151  0.00
H: 5.2516 1.5489 -1.0722  0.00
H: 6.1339 3.3260 0.3548  0.00
H: 4.6102 4.7958 1.6318  0.00
H: 2.1885 4.3936 1.5813  0.00
H: 1.4504 3.6462 -2.1605  0.00
H: 0.3500 5.3079 -3.6046  0.00
H: -1.9396 6.0770 -3.0843  0.00
H: -3.1728 5.1333 -1.1618  0.00
H: -2.1202 3.4205 0.2598  0.00
H: -0.3455 4.8628 1.4820  0.00
H: -0.9177 5.4751 3.7798  0.00
H: -0.9230 3.7657 5.5658  0.00
H: -0.2683 1.4369 5.0536  0.00
H: 0.4010 0.8271 2.7757  0.00
H: 4.5636 -1.2422 -3.1906  0.00
H: 5.5859 -3.3981 -2.6220  0.00
H: 4.9840 -4.5575 -0.5198  0.00
H: 3.3158 -3.5846 0.9859  0.00
H: 2.8083 -2.7068 3.2141  0.00
H: 4.2257 -2.1327 5.1235  0.00
H: 4.9766 0.1958 5.4698  0.00
H: 4.2982 1.9662 3.8798  0.00
H: 2.8916 1.4119 1.9526  0.00
H: 0.9370 -3.5494 -0.4445  0.00
H: -0.6268 -5.3499 0.1518  0.00
H: -1.6917 -5.3669 2.3807  0.00
H: -1.1468 -3.6199 4.0409  0.00
H: 0.4127 -1.8132 3.4625  0.00
F: -1.9532 -1.2392 0.0790  0.01
C: -1.3420 -0.1753 0.6162  0.02
F: -2.1054 0.9072 0.4448  0.00
F: -1.2248 -0.4016 1.9114  0.01

* DFT total energy: -155784.7391 eV
* spin multiplicity: 2
* charge: +3
* frontier orbital gap (alpha / beta): 5.598 / 5.324 eV
* E_HOMO (alpha / beta): -16.009 / -16.479 eV



[3]
Here is one molecule with the formula C7H9N at a distorted geometry from the OMol25 dataset. Energies are from ωB97M-V/def2-TZVPD.

Each line ends with the Mulliken charge.
Geometry (Å):
C: 2.8708 0.0198 0.6155  -1.19
C: 1.4336 -0.2385 0.3535  0.66
C: 0.7128 -1.2558 0.9519  -0.74
N: -0.6142 -1.0874 0.6163  -0.13
C: -0.7639 0.0836 -0.1417  0.48
C: 0.5185 0.5528 -0.3591  -0.66
C: -2.3553 1.4571 -1.4060  -0.87
C: -2.0716 0.3846 -0.6633  -0.21
H: 3.4254 -0.8897 0.8572  0.34
H: 3.4431 0.4284 -0.2208  0.34
H: 2.9985 0.7518 1.4183  0.23
H: 0.9933 -2.1284 1.5143  0.41
H: -1.3740 -1.2984 1.2645  0.28
H: 0.7144 1.5326 -0.7714  0.30
H: -3.3824 1.7141 -1.6228  0.26
H: -1.5953 2.1363 -1.7716  0.23
H: -2.8903 -0.2863 -0.4378  0.26

* DFT total energy: -8894.0714 eV
* SMILES: C=Cc1cc(C)c[nH]1
* spin multiplicity: 1
* charge: 0
* frontier orbital gap: 8.683 eV
* E_HOMO: -7.637 eV